58
Properties=species:S:1:pos:R:3:mulliken_charge:R:1 method="wB97M-V/def2-TZVPD" energy_ha=-1465.6675 multiplicity=1 relative_energy_kj_mol=27.63 smiles="COCCOCC(=O)NC[C@@]1(OC)CCN(C(=O)CCCn2c(O)nnc2O)C1" total_charge=0
C 3.11 -3.28 -1.09 -0.632
O 1.83 -3.68 -0.64 -0.362
C 0.79 -3.16 -1.44 -0.454
C -0.51 -3.43 -0.76 -0.702
O -0.54 -2.69 0.46 -0.236
C -1.82 -2.70 1.08 -1.000
C -2.66 -1.53 0.57 0.666
O -3.77 -1.69 0.08 -0.679
N -2.03 -0.34 0.71 0.199
C -2.52 0.89 0.16 -2.015
C -2.01 1.18 -1.26 1.832
O -2.49 0.26 -2.21 -0.485
C -3.89 0.29 -2.45 -0.760
C -2.26 2.65 -1.60 -1.107
C -1.12 3.39 -0.90 -0.977
N -0.05 2.39 -0.82 0.181
C 1.11 2.70 -0.18 0.526
O 1.27 3.80 0.32 -0.729
C 2.19 1.63 -0.15 0.710
C 3.26 1.92 0.90 -1.019
C 3.47 0.75 1.86 -0.934
N 2.21 0.38 2.50 0.259
C 1.35 -0.62 2.11 0.416
O 1.79 -1.58 1.30 -0.441
N 0.17 -0.46 2.61 -0.113
N 0.19 0.72 3.36 -1.046
C 1.40 1.17 3.27 0.573
O 1.90 2.28 3.82 -0.498
C -0.48 1.10 -1.34 -0.169
H 3.84 -3.72 -0.42 0.248
H 3.29 -3.64 -2.11 0.336
H 3.21 -2.19 -1.07 0.174
H 0.92 -2.08 -1.58 0.155
H 0.79 -3.63 -2.44 0.511
H -1.34 -3.12 -1.41 0.441
H -0.61 -4.50 -0.53 0.375
H -2.36 -3.63 0.88 0.444
H -1.65 -2.60 2.15 0.410
H -1.21 -0.33 1.32 0.275
H -3.61 0.89 0.16 0.465
H -2.19 1.70 0.82 0.586
H -4.07 -0.37 -3.30 0.311
H -4.45 -0.09 -1.59 0.266
H -4.23 1.30 -2.71 0.308
H -2.21 2.78 -2.68 0.492
H -3.24 3.01 -1.26 0.428
H -0.78 4.26 -1.47 0.393
H -1.37 3.75 0.10 0.391
H 1.73 0.66 0.02 -0.863
H 2.61 1.56 -1.16 0.672
H 4.21 2.17 0.44 0.388
H 2.95 2.79 1.47 0.462
H 3.82 -0.14 1.35 0.383
H 4.19 1.01 2.64 0.398
H 1.02 -2.13 1.01 0.603
H 1.17 2.74 4.25 0.381
H -0.09 0.26 -0.76 -0.543
H -0.20 0.96 -2.39 0.106